No. 1
C27H40KN4S5 | wB97M-V/def2-TZVPD

Last column: Mulliken charge in e.
Positions of all 77 atoms, in Å:
K1 -0.11765 -0.07123 -1.36943  0.824
C1 0.77016 3.54365 2.55875  -1.639
C2 0.13306 2.19611 2.90734  0.945
C3 0.42770 1.81208 4.35965  -1.619
C4 -1.36079 2.19773 2.62108  0.668
C5 -2.17246 3.16201 3.22184  -0.246
C6 -3.52389 3.24206 2.94569  -1.524
C7 -4.08903 2.35165 2.03982  -0.313
C8 -3.31900 1.37344 1.42438  0.450
C9 -3.90408 0.43392 0.38624  1.640
C10 -5.34318 0.01524 0.67349  -1.767
C11 -3.78159 1.05060 -1.01355  -1.158
C12 -1.94913 1.28453 1.73416  -0.688
N1 -1.15685 0.31191 1.06909  0.467
C13 -0.69420 -0.63316 1.81837  -0.026
C14 0.20593 -1.69465 1.49561  -0.373
C15 0.66635 -2.61916 2.45863  -1.778
C16 1.63302 -3.38856 1.81879  -0.947
C17 1.71501 -2.88837 0.49653  -0.222
N2 0.86433 -1.87937 0.29749  0.598
C18 2.65365 -3.36450 -0.59367  2.586
C19 2.56418 -2.46852 -1.82777  -1.376
C20 4.09859 -3.32754 -0.07557  -1.836
C21 2.29907 -4.80627 -0.97999  -1.592
H1 1.85559 3.49228 2.67669  0.543
H2 0.39955 4.34745 3.20185  0.258
H3 0.55760 3.81124 1.52251  0.260
H4 0.60020 1.45213 2.26665  0.222
H5 -0.02402 2.52664 5.05528  0.279
H6 1.50488 1.79875 4.54396  0.449
H7 0.02913 0.82317 4.59603  0.354
H8 -1.72643 3.86642 3.91626  0.326
H9 -4.13477 3.99866 3.42364  0.361
H10 -5.14622 2.42133 1.81255  0.231
H11 -3.28421 -0.46266 0.39071  -0.418
H12 -6.04297 0.85117 0.59320  0.344
H13 -5.44045 -0.40824 1.67572  0.410
H14 -5.66577 -0.73953 -0.04976  0.426
H15 -4.40342 1.94678 -1.10220  0.342
H16 -4.08778 0.34002 -1.78746  0.291
H17 -2.75232 1.35183 -1.22037  0.180
H18 -0.99684 -0.65649 2.87380  0.237
H19 0.32815 -2.68501 3.48455  0.474
H20 2.22074 -4.19046 2.24542  0.493
H21 2.80564 -1.42903 -1.59276  0.330
H22 1.56526 -2.49315 -2.26826  -0.095
H23 3.27169 -2.81194 -2.58758  0.466
H24 4.38124 -2.31041 0.20459  0.376
H25 4.79239 -3.67543 -0.84818  0.451
H26 4.21685 -3.96374 0.80402  0.339
H27 1.27486 -4.86446 -1.36016  0.224
H28 2.36602 -5.46722 -0.11201  0.364
H29 2.97702 -5.18244 -1.75265  0.427
N3 -0.97494 -1.45303 -3.74874  -0.393
C22 -1.71383 -2.67971 -3.43527  -0.884
C23 -1.44149 -3.15126 -2.01347  0.370
N4 -1.97488 -2.21750 -1.02013  -0.232
H30 -1.29651 -0.99731 -4.59250  0.214
H31 0.01763 -1.62411 -3.87688  0.124
H32 -1.49879 -3.50666 -4.12106  0.366
H33 -2.78058 -2.46364 -3.53661  0.373
H34 -0.36348 -3.22662 -1.85388  -0.633
H35 -1.82461 -4.17227 -1.90526  0.445
H36 -1.47362 -2.30181 -0.14221  -0.015
H37 -2.95749 -2.39103 -0.84564  0.210
C24 1.96249 4.83738 -0.95134  -0.833
S1 3.00389 3.45386 -0.43817  -0.039
C25 3.71161 3.04721 -1.98135  -0.168
C26 3.05793 2.44025 -3.00559  0.043
S2 1.41644 1.92486 -3.09309  -0.464
S3 4.04918 2.18226 -4.42205  -0.109
C27 5.51360 2.92596 -3.88758  0.068
S4 6.88224 3.04894 -4.81276  -0.321
S5 5.39079 3.47326 -2.27173  -0.094
H38 1.43241 5.20061 -0.07053  0.348
H39 1.23706 4.48231 -1.68527  0.236
H40 2.56413 5.64684 -1.36188  0.371

- Charge: -1
- Spin multiplicity: 1
- LUMO: 0.071 Ha
- HOMO level: -0.1621 Eh

No. 2
C27H40N3O3S4Ti | wB97M-V/def2-TZVPD

Last column: Mulliken charge in e.
Positions of all 78 atoms, in Å:
Ti1 -0.33503 0.46599 -0.01820  0.018
C1 2.65372 0.92500 2.09943  -1.013
C2 1.59422 0.64835 3.14393  -0.770
S1 0.01376 1.41579 2.66116  0.183
C3 -0.98000 0.85915 4.10236  -0.882
C4 -1.25508 -0.63637 4.25482  -0.735
S2 -2.67733 -1.18287 3.23652  -0.039
C5 -2.16830 -2.79443 2.53415  -0.956
C6 -1.45768 -2.71771 1.18166  -0.317
S3 0.01442 -1.65989 1.35744  0.141
C7 1.25659 -2.25793 0.16559  -0.606
C8 2.50659 -1.41642 0.40178  -1.077
S4 2.19869 0.40344 0.41650  0.297
H1 3.59400 0.44493 2.36720  0.548
H2 2.82849 1.99664 1.99611  0.351
H3 1.87815 1.07084 4.10872  0.627
H4 1.44156 -0.42513 3.24986  0.343
H5 -1.91330 1.42252 4.04927  0.408
H6 -0.43003 1.21791 4.97242  0.620
H7 -1.51098 -0.84032 5.29463  0.544
H8 -0.39046 -1.24012 3.99474  0.339
H9 -3.10310 -3.34049 2.41321  0.477
H10 -1.56519 -3.30755 3.28178  0.394
H11 -2.11109 -2.28666 0.42778  -0.267
H12 -1.12546 -3.71062 0.87509  0.672
H13 0.88237 -2.10979 -0.84151  0.101
H14 1.46016 -3.31426 0.34400  0.738
H15 3.21040 -1.57496 -0.41314  0.502
H16 2.98817 -1.66459 1.34719  0.419
O1 -0.93345 2.08137 -1.24371  0.190
C9 0.12749 2.30298 -2.20943  4.408
C10 1.04054 1.04367 -2.13644  -1.307
O2 2.19441 1.10737 -2.49120  -0.623
O3 0.43784 -0.02490 -1.68935  -0.526
C11 0.90861 3.53899 -1.79243  -0.880
C12 0.85562 3.99695 -0.47862  -0.083
C13 1.55299 5.13889 -0.10869  -1.106
C14 2.32156 5.81989 -1.03948  -0.472
C15 2.41260 5.33842 -2.33704  -0.984
C16 1.70995 4.20444 -2.71269  -0.238
C17 -0.47737 2.41448 -3.59924  -1.134
C18 -1.22657 3.54937 -3.90984  0.029
C19 -1.80456 3.68464 -5.16176  -0.974
C20 -1.63696 2.69255 -6.11778  -0.491
C21 -0.91304 1.55192 -5.80650  -0.998
C22 -0.33714 1.40949 -4.55154  -0.266
H17 -1.77502 2.15609 -1.70782  0.111
H18 0.26924 3.47325 0.26528  0.337
H19 1.48041 5.50096 0.90940  0.460
H20 2.84953 6.71996 -0.75309  0.434
H21 3.02882 5.84933 -3.06529  0.426
H22 1.78982 3.82219 -3.72202  0.505
H23 -1.32967 4.34004 -3.17461  0.494
H24 -2.37242 4.57594 -5.39573  0.451
H25 -2.05700 2.81695 -7.10704  0.447
H26 -0.78559 0.76764 -6.54118  0.462
H27 0.24081 0.52342 -4.32257  0.636
C23 -2.59975 -0.62749 -1.97543  -0.242
N1 -3.54786 0.32125 -1.41465  0.645
C24 -4.88938 0.20661 -1.98087  -1.247
C25 -3.32925 0.89676 -0.19759  -0.035
N2 -2.27620 0.59528 0.50895  0.466
N3 -4.28877 1.80672 0.21910  -0.061
C26 -4.56656 2.93317 -0.67673  -1.209
C27 -4.26396 2.20211 1.61588  -0.991
H28 -2.50461 -0.45082 -3.04787  0.465
H29 -2.94933 -1.65445 -1.83069  0.323
H30 -1.61773 -0.51190 -1.52120  -0.092
H31 -5.13304 -0.85105 -2.10623  0.352
H32 -4.94001 0.68337 -2.96187  0.340
H33 -5.62259 0.65044 -1.31713  0.433
H34 -2.26634 1.11220 1.37732  -0.597
H35 -4.41335 2.65464 -1.71570  0.413
H36 -3.91002 3.77959 -0.44128  0.351
H37 -5.60026 3.25544 -0.55220  0.348
H38 -3.42642 2.87642 1.84770  0.323
H39 -4.21832 1.32009 2.25293  0.300
H40 -5.18958 2.73120 1.83451  0.348

- Charge: +1
- Spin multiplicity: 3
- LUMO (alpha / beta): -0.066 / -0.066 Ha
- HOMO level (alpha / beta): -0.3191 / -0.4099 Eh
- Relative energy (zero: lowest compared OMol25 entry of this formula, charge and spin): 175.73 kJ/mol

No. 3
C27H40N3PtS2Sb | wB97M-V/def2-TZVPD

Last column: Mulliken charge in e.
Positions of all 74 atoms, in Å:
Pt1 0.91271 0.10328 0.01711  1.724
C1 5.36500 0.43712 -0.38221  -0.931
C2 4.06249 -0.06392 -0.45773  0.247
N1 2.99602 0.70978 -0.36724  -0.216
C3 3.17575 2.03762 -0.24318  0.085
C4 4.43454 2.63326 -0.16769  1.258
C5 5.55395 1.78518 -0.21461  -0.718
C6 4.53326 4.06330 -0.08794  -0.880
C7 3.42558 4.82897 -0.13884  -0.939
C8 2.12271 4.22928 -0.23536  1.190
C9 0.94132 4.98541 -0.32078  -0.850
C10 -0.26467 4.33983 -0.38957  -1.030
C11 -0.28934 2.94639 -0.34606  1.382
N2 0.80380 2.20689 -0.27782  -0.070
C12 2.00618 2.83788 -0.24506  -0.223
H1 6.20578 -0.23841 -0.45886  0.444
H2 3.89313 -1.11716 -0.60912  0.292
H3 6.54940 2.20641 -0.14336  0.474
H4 5.51668 4.51158 -0.01548  0.428
H5 3.49425 5.90916 -0.10919  0.436
H6 0.99838 6.06728 -0.33588  0.461
H7 -1.19314 4.88951 -0.46789  0.552
H8 -1.21776 2.41509 -0.36468  -1.135
C13 -3.64904 2.35802 -0.34092  -1.941
C14 -3.62183 0.92200 -0.84600  1.377
C15 -4.87668 0.18732 -0.40495  -1.487
C16 -3.46092 0.89961 -2.36612  -1.652
Sb1 -1.82645 -0.22799 -0.02306  0.136
C17 -1.95918 -2.26557 -0.96861  1.620
C18 -1.19452 -2.07150 -2.27373  -1.377
C19 -3.38657 -2.72933 -1.20426  -1.899
C20 -1.23952 -3.22965 -0.03926  -1.544
C21 -2.02008 -0.04013 2.22877  1.535
C22 -1.10871 -1.08545 2.85143  -1.526
C23 -3.46574 -0.25663 2.65919  -1.764
C24 -1.52142 1.36013 2.55849  -1.442
H9 -4.55763 2.83070 -0.73014  0.593
H10 -2.81497 2.94901 -0.70385  0.565
H11 -3.69879 2.42258 0.74525  0.244
H12 -5.73156 0.70232 -0.85879  0.514
H13 -5.02410 0.20501 0.66689  0.274
H14 -4.90488 -0.84384 -0.74283  0.227
H15 -4.23859 1.52970 -2.81269  0.462
H16 -3.58498 -0.10299 -2.77580  0.329
H17 -2.49454 1.29337 -2.68786  0.303
H18 -1.66456 -1.33318 -2.92632  0.278
H19 -1.16956 -3.02091 -2.82119  0.470
H20 -0.16213 -1.76454 -2.09041  0.131
H21 -3.91761 -2.10986 -1.92671  0.356
H22 -3.96609 -2.78617 -0.28221  0.366
H23 -3.34908 -3.74013 -1.62615  0.545
H24 -0.25799 -2.86548 0.24439  -0.016
H25 -1.10113 -4.18472 -0.55965  0.559
H26 -1.81873 -3.42421 0.86506  0.299
H27 -1.33894 -2.10182 2.53078  0.278
H28 -1.21836 -1.04877 3.94161  0.523
H29 -0.06544 -0.86559 2.62929  0.213
H30 -3.85415 -1.22119 2.32825  0.333
H31 -4.11982 0.53590 2.30553  0.409
H32 -3.51554 -0.24503 3.75418  0.548
H33 -0.49054 1.50035 2.22711  0.200
H34 -1.53585 1.49155 3.64669  0.515
H35 -2.14394 2.14512 2.12876  0.248
S1 1.69748 -1.82455 1.16202  -0.606
C25 2.76294 -2.85667 0.35576  0.408
N3 3.78651 -3.40664 0.97771  -0.150
C26 4.46340 -4.51790 0.30221  -0.601
C27 4.17153 -4.33245 -1.18574  -0.534
S2 2.58981 -3.42027 -1.26626  -0.011
H36 3.97187 -3.18292 1.94646  0.269
H37 4.07489 -5.46797 0.66893  0.332
H38 5.53129 -4.47701 0.49864  0.324
H39 4.06538 -5.27434 -1.71494  0.474
H40 4.92903 -3.73103 -1.68350  0.314

- Charge: +2
- Spin multiplicity: 1
- LUMO: -0.232 Ha
- HOMO level: -0.5056 Eh
- Relative energy (zero: lowest compared OMol25 entry of this formula, charge and spin): 67.60 kJ/mol

Among the records above, which one has the lowest charge? C27H40KN4S5